{"formula": "C4H7BrN2O2", "method": "ωB97M-V with the def2-TZVPD basis set", "symbols": ["O", "N", "O", "C", "Br", "H", "H", "C", "C", "N", "C", "H", "H", "H", "H", "H"], "xyz": [[-0.7538, -2.3183, 0.1395], [-1.4961, -1.3982, 0.3016], [-2.4558, -1.3512, 1.3351], [-1.5565, -0.3152, -0.5001], [-2.7489, 1.0076, 0.0434], [-2.1772, -1.7837, 2.1437], [-1.1373, -0.5834, -1.4856], [0.4616, 1.7409, 1.2167], [0.9304, 1.0860, 0.2302], [1.1515, 0.7513, -0.8823], [2.2306, -0.0954, -1.3709], [0.6932, 2.6698, 1.5328], [-0.3036, 1.3642, 1.8769], [2.8257, 0.6483, -1.9049], [1.6908, -0.7672, -2.1197], [2.6453, -0.6556, -0.5564]], "forces_ev_per_a": [[1.140, -2.367, 0.458], [-1.384, 3.982, -1.117], [-0.268, -0.056, -0.303], [-0.683, -2.750, 1.224], [0.123, 0.519, -0.985], [0.950, -0.577, 0.002], [-0.256, 1.149, 0.654], [-1.982, -1.624, 2.331], [-0.195, 1.004, 0.248], [0.668, -1.203, -2.350], [-2.308, 0.151, -1.373], [1.471, 2.969, 0.377], [-0.122, -0.719, -0.138], [0.734, -0.790, 0.045], [1.279, 0.582, 0.863], [0.832, -0.269, 0.063]], "mulliken_charge": [-0.678, 0.842, -0.445, -0.436, -0.072, 0.330, 0.399, -1.162, 0.709, -0.244, -0.728, 0.320, 0.268, 0.359, 0.226, 0.312], "relative_energy_kj_mol": 509.5, "largest_force_ha_per_bohr": 0.0848, "smiles": "[O-]/[N+](O)=C/Br.C=C=NC", "lumo_energy_ha": 0.0235, "homo_ev": -8.5, "e_tot_ha": -2990.38653, "orbital_gap_ev": 9.09}

{"formula": "C4H7BrO", "method": "ωB97M-V with the def2-TZVPD basis set", "symbols": ["C", "C", "C", "C", "O", "Br", "H", "H", "H", "H", "H", "H", "H"], "xyz": [[1.1291, 0.5569, 0.1161], [-0.1570, 0.2622, 0.1141], [1.6336, 1.9896, -0.0208], [-1.6048, -2.2234, -0.0320], [-0.4064, -1.8583, 0.0704], [-1.6501, 1.3245, -0.0823], [1.8255, -0.2399, 0.2520], [1.8035, 2.4754, 0.9537], [0.9281, 2.6750, -0.4388], [2.5790, 1.9677, -0.5837], [-2.2513, -2.0936, 0.8658], [-1.6988, -3.2957, -0.3072], [-2.1304, -1.5404, -0.9073]], "forces_ev_per_a": [[-1.321, 0.874, 0.105], [0.359, -2.621, -0.320], [0.671, -0.494, 0.798], [-6.696, 0.746, -2.054], [6.464, 4.566, 1.002], [0.105, -0.761, 0.044], [0.357, -0.467, -0.041], [0.357, -0.589, -0.025], [-0.535, 0.029, -0.874], [-0.392, 0.245, 0.170], [0.107, -0.013, -0.069], [0.190, 0.337, -0.245], [0.333, -1.852, 1.507]], "mulliken_charge": [0.162, -0.044, -1.097, -0.490, -0.471, -0.020, 0.384, 0.283, 0.389, 0.280, 0.227, 0.262, 0.136], "relative_energy_kj_mol": 454.7, "largest_force_ha_per_bohr": 0.1551, "lumo_energy_ha": [-0.0292, -0.0295], "homo_ev": [-8.9, -8.9], "e_tot_ha": -2805.68264, "orbital_gap_ev": [8.15, 8.12]}

{"formula": "C4H7BrO2", "method": "ωB97M-V with the def2-TZVPD basis set", "symbols": ["C", "C", "C", "C", "O", "O", "Br", "H", "H", "H", "H", "H", "H", "H"], "xyz": [[1.0920, -1.9539, 0.3279], [-0.9727, -0.4582, -0.1149], [1.2562, 0.7651, 0.2483], [0.5128, -0.3594, -0.4459], [0.3283, -2.8306, 0.4862], [0.8220, -0.4648, -1.7884], [3.1577, 0.5315, -0.0685], [2.2078, -2.0592, 0.6361], [-1.4589, 0.3668, -0.6238], [-1.3283, -0.4702, 0.9873], [-1.3586, -1.2583, -0.6898], [1.2523, 0.5201, 1.2761], [0.9986, 1.8635, -0.0598], [0.0840, -0.9161, -2.1724]], "forces_ev_per_a": [[5.688, 4.647, -0.268], [-0.316, 1.301, 0.724], [0.549, 0.614, -1.369], [0.321, -1.271, 0.877], [-4.404, -4.217, 0.575], [-0.059, 0.952, 1.227], [0.487, 0.369, -0.311], [-1.646, 0.901, -0.750], [-0.094, 0.778, 0.205], [1.081, -0.202, -1.954], [-0.467, -1.460, 0.051], [-0.710, 0.512, 1.177], [0.133, -2.272, 0.609], [-0.562, -0.652, -0.794]], "mulliken_spin": [0.736, -0.008, 0.048, 0.297, 0.709, 0.108, 0.021, 0.113, 0.009, -0.003, 0.004, -0.041, 0.019, -0.012], "relative_energy_kj_mol": 40.4, "largest_force_ha_per_bohr": 0.1429, "spin_multiplicity": 3, "lumo_energy_ha": [0.0225, -0.0738], "homo_ev": [-5.5, -10.3], "e_tot_ha": -2880.91474, "orbital_gap_ev": [6.09, 8.28]}

{"formula": "C4H7BrO2S", "method": "ωB97M-V with the def2-TZVPD basis set", "symbols": ["C", "C", "C", "C", "O", "O", "S", "Br", "H", "H", "H", "H", "H", "H", "H"], "xyz": [[-0.7658, 1.4838, 0.1504], [0.2729, -2.2621, 0.3723], [-0.1501, 0.2152, 0.5289], [-0.5061, -1.0848, -0.1930], [0.4123, 4.2018, -1.0746], [2.0403, 2.5996, -0.1676], [0.8721, 2.8490, -0.9728], [-2.2422, 1.4193, -0.9601], [0.0546, -2.3951, 1.4314], [1.3421, -2.1101, 0.2594], [-0.0008, -3.1818, -0.1415], [-0.4043, 0.1265, 1.5976], [0.9337, 0.3840, 0.5281], [-1.5789, -1.2768, -0.1016], [-0.2798, -0.9684, -1.2567]], "forces_ev_per_a": [[0.469, 0.617, -0.284], [-0.190, -0.003, -0.038], [-0.266, -0.602, -0.329], [0.016, -0.027, 0.102], [-0.105, -0.007, -0.041], [-0.107, -0.011, -0.130], [0.182, 0.004, 0.374], [-0.228, -0.165, 0.103], [0.035, -0.032, 0.082], [0.183, -0.023, 0.012], [0.052, -0.058, -0.008], [-0.004, 0.137, 0.120], [-0.023, 0.087, 0.101], [0.083, 0.062, -0.082], [-0.095, 0.019, 0.018]], "mulliken_charge": [-0.386, -1.352, -0.257, -0.293, -0.427, -0.452, 0.725, -0.003, 0.343, 0.352, 0.351, 0.289, 0.395, 0.362, 0.354], "relative_energy_kj_mol": 161.3, "largest_force_ha_per_bohr": 0.0161, "lumo_energy_ha": [-0.0649, -0.0648], "homo_ev": [-9.1, -9.1], "e_tot_ha": -3279.17170, "orbital_gap_ev": [7.30, 7.30]}